This record from OMol25 describes a structure of composition C52H51Cl3GeO4TeV. The level of theory is ωB97M-V/def2-TZVPD.

Values from the calculation:
Energy above the lowest of the compared OMol25 structures with the same formula, charge and spin, eV: 0.5704
Energy, hartree: -6982.735987
Spin multiplicity: 3
Charge: -1
LUMO level (alpha / beta), hartree: 0.0816 / 0.0816
Gap between HOMO and LUMO (alpha / beta), eV: 6.40 / 6.51
Max |F|, eV Å⁻¹: 0.9

```
113
C52H51Cl3GeO4TeV | OMol25 | ωB97M-V/def2-TZVPD
V -0.4128 2.3858 0.4505
C -1.1225 4.1828 1.5775
C -2.1522 3.6417 2.4540
C -1.5591 3.2390 3.6270
C -0.1756 3.6166 3.6003
C 0.0814 4.2358 2.3996
C 1.3010 5.0249 2.0256
C 0.7888 3.3475 4.7130
C -2.2474 2.5706 4.7759
C -3.6333 3.6427 2.2115
C -1.4002 5.3002 0.5930
H 1.5363 4.9398 0.9647
H 2.1856 4.7012 2.5755
H 1.1434 6.0874 2.2487
H 0.5881 3.9661 5.5941
H 0.7319 2.3037 5.0417
H 1.8179 3.5463 4.4067
H -2.5507 3.2920 5.5442
H -1.5998 1.8373 5.2618
H -3.1465 2.0437 4.4513
H -4.0643 2.6371 2.1781
H -3.8922 4.1383 1.2751
H -4.1440 4.1832 3.0143
H -0.5576 5.4600 -0.0821
H -1.5936 6.2471 1.1128
H -2.2714 5.0873 -0.0324
Cl 4.4429 1.0446 1.8561
C 2.8226 0.8582 2.5553
Cl 2.5049 -0.8503 2.8704
C 1.7648 1.5576 1.6805
O 2.1429 2.4783 0.9670
O 0.5495 1.2114 1.8194
H 2.8377 1.3665 3.5175
O 0.4773 3.1886 -1.0906
C 1.0330 2.1287 -1.5384
O 0.6642 1.0139 -1.1208
C 2.0804 2.2459 -2.6111
C 1.7346 1.3481 -3.8065
Ge 1.9437 -0.5994 -3.5363
C 1.4283 -1.3936 -5.2690
C 1.9372 -2.6316 -5.6631
C 1.4951 -3.2575 -6.8191
C 0.5171 -2.6584 -7.6020
C -0.0072 -1.4326 -7.2228
C 0.4477 -0.8093 -6.0676
C 1.0872 -1.8254 -2.2766
C -0.2918 -1.8448 -2.0910
C -0.8959 -2.8749 -1.3810
C -0.1275 -3.9231 -0.8752
C 1.2469 -3.9071 -1.0440
C 1.8496 -2.8629 -1.7340
C 3.8842 -0.7984 -3.2960
C 4.4296 -0.6537 -2.0178
C 5.8003 -0.7139 -1.8124
C 6.6527 -0.9239 -2.8876
C 6.1284 -1.0692 -4.1637
C 4.7554 -1.0017 -4.3639
H 3.0402 1.9462 -2.1810
H 2.1470 3.2960 -2.8948
H 2.4546 1.5218 -4.6117
H 0.7414 1.5991 -4.1829
H 2.6882 -3.1212 -5.0518
H 1.9081 -4.2167 -7.1073
H 0.1600 -3.1503 -8.4985
H -0.7737 -0.9599 -7.8251
H 0.0183 0.1459 -5.7876
H -0.9089 -1.0501 -2.4936
H -1.9689 -2.8722 -1.2489
H -0.6046 -4.7425 -0.3385
H 1.8533 -4.7101 -0.6407
H 2.9256 -2.8704 -1.8606
H 3.7769 -0.4897 -1.1658
H 6.1992 -0.5975 -0.8123
H 7.7234 -0.9702 -2.7314
H 6.7896 -1.2368 -5.0054
H 4.3596 -1.1109 -5.3677
Te -0.9476 -1.5913 1.7537
C -1.1827 -3.6448 2.2872
C -0.0702 -4.4807 2.2624
C -0.1836 -5.8235 2.5917
C -1.4134 -6.3473 2.9662
C -2.5237 -5.5162 3.0148
C -2.4079 -4.1749 2.6745
C -1.5558 -1.0672 3.7275
C -0.6232 -0.8849 4.7435
C -1.0400 -0.6590 6.0482
C -2.3927 -0.6091 6.3519
C -3.3279 -0.7691 5.3415
C -2.9102 -0.9874 4.0356
H 0.8963 -4.0737 1.9793
H 0.6917 -6.4609 2.5573
H -1.5053 -7.3955 3.2220
H -3.4875 -5.9133 3.3098
H -3.2825 -3.5392 2.7141
H 0.4322 -0.9242 4.5147
H -0.3026 -0.5234 6.8300
H -2.7163 -0.4315 7.3700
H -4.3864 -0.7198 5.5665
H -3.6458 -1.0882 3.2464
Cl -2.1939 3.1476 -2.5880
C -2.7132 1.4907 -2.4046
C -3.1011 0.8151 -3.5515
C -3.5884 -0.4773 -3.4594
C -3.6902 -1.0659 -2.2052
C -3.2807 -0.3787 -1.0766
C -2.7557 0.9224 -1.1282
C -2.3713 1.6570 0.0995
H -3.0321 1.3178 -4.5070
H -3.8929 -1.0082 -4.3514
H -4.0889 -2.0683 -2.1077
H -3.3583 -0.8504 -0.1050
H -2.6179 1.0617 0.9861
H -2.9470 2.5834 0.1372
```

---

This record from OMol25 describes a structure of composition C52H51CrN7O3SSi2Te in a non-equilibrium geometry. The level of theory is ωB97M-V/def2-TZVPD.

Values from the calculation:
Energy above the lowest of the compared OMol25 structures with the same formula, charge and spin, eV: 3.4673
Energy, hartree: -4911.005783
Spin multiplicity: 4
Charge: -1
LUMO level (alpha / beta), hartree: 0.0753 / 0.0754
Gap between HOMO and LUMO (alpha / beta), eV: 7.19 / 7.22
Max |F|, eV Å⁻¹: 4.0

```
118
C52H51CrN7O3SSi2Te | OMol25 | ωB97M-V/def2-TZVPD
Cr 0.1646 0.7049 0.4576
C 1.8599 -0.6985 3.8227
C 2.4821 -0.9656 2.4591
C 3.5886 -1.7837 2.3455
C 4.1569 -1.9590 1.1027
C 3.6399 -1.2557 0.0176
C 2.4298 -0.5425 0.1534
N 1.8432 -0.4440 1.3618
N 1.8435 0.1708 -0.8367
Si 2.1631 -0.2279 -2.4850
C 3.4295 0.9354 -3.1764
C 2.7270 -2.0650 -2.8069
C 0.6296 -0.0347 -3.5679
H 2.4979 -1.2018 4.5284
H 0.8727 -1.1171 3.8626
H 1.7273 0.3215 4.1272
H 3.9952 -2.2605 3.2126
H 5.0814 -2.4342 1.0699
H 4.0919 -1.2401 -0.9506
H 4.3431 0.9898 -2.6387
H 3.0809 1.9333 -3.4303
H 3.7365 0.5368 -4.1535
H 2.3129 -2.6786 -1.9996
H 3.8097 -2.1785 -2.8747
H 2.2869 -2.3785 -3.7381
H 0.6111 0.9199 -4.0910
H -0.2830 -0.0374 -3.0019
H 0.6672 -0.8013 -4.3337
N -5.6235 5.0321 -4.4955
C -4.7975 4.5261 -3.5162
C -3.7945 5.2949 -2.8475
C -3.0160 4.6862 -1.8588
C -3.2128 3.3690 -1.5285
C -4.1892 2.5924 -2.1884
C -4.9428 3.1511 -3.1817
S -2.1538 2.7548 -0.2855
O -2.8724 1.6974 0.4051
O -1.8246 3.9570 0.4956
N -0.8346 2.0547 -0.9481
C -0.1198 2.8408 -1.8325
N -0.6720 3.1716 -2.9876
C -0.0557 3.9952 -3.7987
C 1.2326 4.4493 -3.5547
C 1.7709 3.9224 -2.4009
N 1.1533 3.1563 -1.5359
H -5.2338 5.7144 -5.1406
H -5.9345 4.2268 -5.0509
H -3.7632 6.2933 -3.2513
H -2.2140 5.2568 -1.3676
H -4.2270 1.5468 -1.9998
H -5.6370 2.5677 -3.6994
H -0.6172 4.3318 -4.6532
H 1.8277 5.0852 -4.1783
H 2.7928 4.1841 -2.1095
C 3.6218 2.6213 0.5340
Te 1.7325 3.0697 1.2851
C 2.7402 2.8739 3.2152
C 3.9753 2.1169 2.9441
C 4.7696 1.6033 4.0296
C 5.8997 0.8500 3.7973
C 6.2395 0.4761 2.4609
C 5.4620 0.9438 1.4497
C 4.3921 1.8770 1.6924
H 4.1519 3.4972 0.2785
H 3.4467 1.9156 -0.2889
H 1.9921 2.4873 3.9141
H 2.9872 3.9076 3.4647
H 4.4021 1.8543 5.0360
H 6.4750 0.3307 4.5129
H 7.0449 -0.2621 2.3418
H 5.6899 0.6875 0.3946
O -0.6611 -1.0211 0.0303
Si -1.3967 -2.4706 0.0641
C -0.9342 -3.3799 -1.5135
C -0.2901 -4.6285 -1.6377
C -0.0481 -5.1442 -2.9292
C -0.4495 -4.3883 -4.0717
C -1.0858 -3.2012 -3.9447
C -1.2852 -2.7049 -2.6851
C -0.8008 -3.4814 1.5160
C 0.4779 -4.0019 1.5672
C 0.8860 -4.9100 2.5395
C -0.0270 -5.2666 3.5051
C -1.3296 -4.8847 3.4492
C -1.7253 -3.9801 2.4721
C -3.2421 -2.4441 0.0327
C -3.8420 -1.2182 0.2330
C -5.1737 -1.0025 0.0161
C -5.9008 -2.0910 -0.4342
C -5.3929 -3.3971 -0.5226
C -4.0279 -3.5549 -0.3860
H -0.1125 -5.2101 -0.7510
H 0.2956 -6.1615 -3.0712
H -0.3255 -4.8099 -5.0433
H -1.3547 -2.6181 -4.8627
H -1.7587 -1.7222 -2.5049
H 1.2321 -3.7358 0.8462
H 1.8499 -5.3201 2.5544
H 0.3116 -6.0061 4.2043
H -2.1101 -5.3084 4.1204
H -2.7227 -3.7118 2.3886
H -3.2664 -0.3764 0.5346
H -5.6868 -0.0265 0.2932
H -6.9257 -1.8357 -0.7215
H -5.9751 -4.2536 -0.9546
H -3.6261 -4.5210 -0.5785
N -3.0717 0.8418 7.1744
C -2.8003 0.9136 6.0286
C -2.2137 0.9782 4.7411
C -1.7835 2.2099 4.1696
C -1.1100 2.1961 2.9220
C -0.8295 0.9942 2.2684
C -1.3180 -0.1471 2.8637
C -1.9302 -0.2086 4.0888
H -1.9857 3.1875 4.6524
H -0.9515 3.1863 2.5062
H -1.1922 -1.1069 2.3388
H -2.2427 -1.1726 4.5031
```

---

This record from OMol25 describes a structure of composition C52H52BrF3FeN5OPS in a non-equilibrium geometry. The level of theory is ωB97M-V/def2-TZVPD.

Values from the calculation:
Energy above the lowest of the compared OMol25 structures with the same formula, charge and spin, eV: 0.5667
Energy, hartree: -7238.335253
Spin multiplicity: 6
Charge: +1
LUMO level (alpha / beta), hartree: -0.1118 / -0.1140
Gap between HOMO and LUMO (alpha / beta), eV: 3.98 / 7.28
Max |F|, eV Å⁻¹: 2.7

```
117
C52H52BrF3FeN5OPS | OMol25 | ωB97M-V/def2-TZVPD
Fe 0.1305 0.7010 1.3009
S -3.6789 4.3022 7.0363
N -2.3809 3.3328 7.0677
C -2.1471 2.8942 5.8396
C -1.0887 2.0269 5.4314
C -0.1627 1.5021 6.3175
C 0.8304 0.6593 5.8345
C 0.8704 0.3937 4.4724
N 0.0110 0.8900 3.6020
C -0.9964 1.6995 4.0420
C -1.9463 2.1790 3.1067
N -1.8501 1.7993 1.7934
C -2.8001 2.1794 0.9501
C -3.8678 2.9972 1.2827
C -3.9678 3.4438 2.5952
C -3.0244 3.0235 3.5170
C -3.0914 3.3918 4.8951
N -3.9928 4.1881 5.4498
H -0.2375 1.7556 7.3639
H 1.5554 0.2168 6.4962
H 1.6283 -0.2615 4.0578
H -2.7164 1.7959 -0.0606
H -4.5933 3.2769 0.5364
H -4.7726 4.0863 2.9169
O 6.4790 2.3108 1.2110
C 5.2412 1.8175 1.2282
C 4.9319 0.4688 0.9876
C 3.6170 0.0645 1.0354
N 2.5987 0.8905 1.2847
C 2.9099 2.1677 1.5161
Br 1.3881 3.2600 1.8851
C 4.1814 2.6895 1.5123
H 7.1412 1.6311 1.0288
H 5.7155 -0.2429 0.7797
H 3.3453 -0.9697 0.8841
H 4.3732 3.7278 1.7284
C 3.1478 -0.0750 -5.1514
C 1.6811 0.2047 -5.5096
C 0.9483 0.9626 -4.3935
C 1.4192 0.4348 -3.0385
C 2.8940 0.8141 -2.8096
C 3.6605 0.9381 -4.1330
P 0.4250 0.8235 -1.4803
C -1.0528 -0.3513 -1.5910
C -2.0329 -0.2900 -2.7782
C -1.8920 -1.4987 -3.6972
C -2.2221 -2.7951 -2.9572
C -1.6257 -2.8033 -1.5391
C -0.5043 -1.7772 -1.4084
C -0.2536 2.5891 -1.5308
C 0.8802 3.6375 -1.4848
C 0.9848 4.4415 -2.7747
C -0.2919 5.2618 -2.9761
C -1.5384 4.4722 -2.5462
C -1.2920 2.9643 -2.5916
H 3.7601 -0.0391 -6.0529
H 3.2491 -1.0781 -4.7317
H 1.1710 -0.7400 -5.7074
H 1.6236 0.7999 -6.4218
H -0.1239 0.8256 -4.5249
H 1.1701 2.0258 -4.4733
H 1.3674 -0.6589 -3.0954
H 3.3605 0.0486 -2.1833
H 2.9717 1.7604 -2.2709
H 4.7250 0.7772 -3.9539
H 3.5518 1.9446 -4.5407
H -1.6096 -0.1155 -0.6669
H -1.8938 0.6115 -3.3683
H -3.0520 -0.2718 -2.3843
H -0.8752 -1.5398 -4.0898
H -2.5626 -1.3796 -4.5496
H -1.8420 -3.6358 -3.5380
H -3.3044 -2.9131 -2.8897
H -1.2384 -3.7948 -1.2994
H -2.3966 -2.5710 -0.8030
H 0.2553 -2.0059 -2.1547
H -0.0299 -1.8567 -0.4276
H -0.7618 2.6382 -0.5537
H 1.8394 3.1663 -1.2520
H 0.6719 4.3505 -0.6854
H 1.1415 3.7771 -3.6239
H 1.8510 5.1038 -2.7184
H -0.3735 5.5581 -4.0228
H -0.2307 6.1747 -2.3824
H -2.3774 4.7156 -3.2000
H -1.8280 4.7475 -1.5285
H -0.9617 2.6910 -3.5925
H -2.2297 2.4505 -2.3799
C -1.0508 -1.4048 1.9204
C -2.2712 -1.5352 1.8487
C -3.5831 -2.0062 1.7034
C -3.8086 -3.3110 2.1754
C -5.0226 -3.9265 1.9598
C -6.0358 -3.2551 1.2905
C -5.8216 -1.9633 0.8345
C -4.6071 -1.3336 1.0340
H -3.0087 -3.8168 2.6933
H -5.1824 -4.9348 2.3107
H -6.9877 -3.7370 1.1291
H -6.6116 -1.4415 0.3171
H -4.4468 -0.3253 0.6837
F 4.7366 -7.8394 1.0122
C 3.4011 -7.6902 1.0089
F 2.9947 -8.0319 -0.2295
F 2.9093 -8.6130 1.8414
C 2.9682 -6.2961 1.3601
C 3.3259 -5.2474 0.5164
C 2.8358 -3.9812 0.7463
C 1.9771 -3.7508 1.8288
C 1.6955 -4.7982 2.7219
C 2.1743 -6.0643 2.4793
C 1.1932 -2.5992 1.9496
C 0.2514 -1.8116 1.9614
H 3.9572 -5.4360 -0.3385
H 3.0761 -3.1805 0.0633
H 1.0555 -4.6074 3.5680
H 1.9047 -6.8757 3.1364
```

---

This record from OMol25 describes a structure of composition C52H52N3P2RuS3Te in a non-equilibrium geometry. The level of theory is ωB97M-V/def2-TZVPD.

Values from the calculation:
Energy above the lowest of the compared OMol25 structures with the same formula, charge and spin, eV: 1.7820
Energy, hartree: -4416.509678
Spin multiplicity: 6
Charge: +2
LUMO level (alpha / beta), hartree: -0.2008 / -0.2714
Gap between HOMO and LUMO (alpha / beta), eV: 6.17 / 4.58
Max |F|, eV Å⁻¹: 3.7

```
114
C52H52N3P2RuS3Te | OMol25 | ωB97M-V/def2-TZVPD
Ru 16.6574 16.1520 10.2129
S 18.7813 16.9487 9.0623
C 19.9153 15.6731 9.5588
N 21.2716 15.8517 9.6134
C 22.0526 14.6248 9.4581
C 21.4294 13.3146 10.1545
N 19.9974 13.2715 9.9621
C 19.3016 12.1087 10.5533
C 19.3312 10.8581 9.7428
C 18.9257 10.8556 8.4079
C 18.7325 9.6774 7.6316
C 19.0063 8.5016 8.2700
C 19.3458 8.4925 9.5815
C 19.6748 9.6586 10.3207
C 19.2995 14.3806 9.6074
S 17.5565 14.2346 9.1992
C 21.8473 17.0780 10.1586
C 22.0571 17.1540 11.6491
C 22.8388 18.1870 12.1067
C 23.0398 18.4112 13.4679
C 22.5394 17.4423 14.3835
C 21.7196 16.4045 13.9454
C 21.5719 16.1613 12.5651
H 23.0280 14.7256 9.8896
H 22.2355 14.4203 8.4097
H 21.7360 13.3365 11.1909
H 21.9200 12.4520 9.6496
H 18.2603 12.4395 10.6455
H 19.6971 11.8757 11.5631
H 18.8859 11.8321 7.9795
H 18.4945 9.6178 6.5902
H 18.7927 7.4932 7.8158
H 19.5136 7.4811 10.0751
H 20.1837 9.5639 11.2744
H 21.1439 17.8447 9.8005
H 22.8449 17.2218 9.6381
H 23.3210 18.7441 11.3173
H 23.5791 19.2520 13.8858
H 22.8535 17.5579 15.4421
H 21.2585 15.6013 14.5795
H 21.0236 15.2427 12.2313
C 9.1894 16.4751 14.3758
S 9.6710 17.0934 12.7779
C 10.0580 15.6440 11.7942
C 11.3010 15.7937 10.8787
C 12.4993 16.2682 11.7464
N 13.7442 16.0475 11.0686
P 14.5666 17.0778 9.9242
C 14.0538 18.7364 10.0690
C 14.4542 19.4251 11.2171
C 14.4931 20.8295 11.2641
C 14.0275 21.5465 10.1186
C 13.6533 20.8597 8.9577
C 13.6130 19.4660 8.9484
C 14.3464 16.8066 8.1216
C 15.3267 17.3361 7.2772
C 15.3514 16.9240 5.9597
C 14.3663 16.0950 5.4152
C 13.2226 15.8501 6.1556
C 13.2632 16.0803 7.5657
P 15.1740 15.1541 11.5903
C 14.8083 13.4072 11.2513
C 14.8501 12.3261 12.1539
C 14.5944 11.0474 11.8048
C 14.3044 10.7732 10.4913
C 14.3533 11.8251 9.5695
C 14.5165 13.1423 9.9099
C 15.6388 15.3564 13.3305
C 15.1162 16.4705 13.9888
C 15.1479 16.5467 15.3660
C 15.6010 15.4198 16.0839
C 16.2716 14.4211 15.4181
C 16.4210 14.4119 14.0193
H 8.7403 17.3145 14.9352
H 9.9730 16.0527 15.0219
H 8.4528 15.6893 14.2152
H 9.1874 15.6155 11.0964
H 10.0670 14.7327 12.3810
H 11.0567 16.4705 10.0109
H 11.4654 14.7997 10.5793
H 12.4765 15.6609 12.6611
H 12.4032 17.3460 12.0574
H 14.7232 18.8767 12.1449
H 14.8507 21.3800 12.1784
H 13.9178 22.6553 10.1574
H 13.5746 21.4241 8.0460
H 13.2410 18.9031 8.0840
H 16.0614 18.0418 7.7284
H 16.1481 17.2879 5.3512
H 14.4854 15.6498 4.4271
H 12.3702 15.3487 5.7801
H 12.3956 15.8061 8.2227
H 14.8813 12.5878 13.1614
H 14.5637 10.2198 12.5509
H 14.0913 9.7737 10.0618
H 14.3320 11.6477 8.4900
H 14.6380 13.8940 9.1219
H 14.6630 17.2700 13.3661
H 14.7373 17.4322 15.8392
H 15.5648 15.3492 17.1884
H 16.9013 13.6752 15.9555
H 16.9868 13.6701 13.4820
Te 18.4393 17.4518 11.7837
C 18.5229 19.6250 11.5121
C 17.7543 20.4707 12.4005
C 17.6533 21.8343 12.1620
C 18.3171 22.4388 11.0921
C 19.0479 21.6981 10.2093
C 19.1868 20.3088 10.4645
H 17.1219 19.9352 13.1618
H 17.0798 22.5120 12.8034
H 18.1477 23.4852 10.8568
H 19.5356 22.1008 9.3292
H 19.8689 19.6757 9.9218
```